[1]
Below is a structure of composition C37H32Br2IrN2P2, with properties calculated with wB97M-V/def2-TZVPD.

Results
HOMO level in Eh: -0.6223
Energy above the lowest of the compared OMol25 structures with the same formula, charge and spin in eV: 0.000
Kohn-Sham gap in Ha: 0.2477
Charge: +3
Calculated total energy in Ha: -7472.86509

Geometry (Å):
Ir 0.3162 -0.4211 0.6089
C -2.7601 0.8105 -1.6173
C -2.2300 1.8056 -0.5624
P -1.0765 1.3116 0.7329
C -0.4573 2.7884 1.5014
C -1.0520 3.2655 2.6710
C -0.5873 4.4460 3.2310
C 0.4611 5.1337 2.6331
C 1.0476 4.6581 1.4638
C 0.5882 3.4855 0.8903
C -1.9198 0.1544 1.8301
C -3.3028 -0.0937 1.6906
C -3.9041 -1.1392 2.3499
C -3.1394 -2.0450 3.1004
C -1.7854 -1.8502 3.2296
C -1.1684 -0.7342 2.6395
C -2.6441 -0.6908 -1.3334
P -0.9058 -1.2312 -1.2159
C -0.2861 -0.6322 -2.8077
C -0.6964 -1.2875 -3.9723
C -0.3708 -0.7671 -5.2160
C 0.3517 0.4145 -5.3100
C 0.7438 1.0836 -4.1576
C 0.4268 0.5641 -2.9126
C -0.8910 -3.0276 -1.1384
C -1.6187 -3.6048 -0.0925
C -1.6502 -4.9803 0.0565
C -0.9454 -5.7875 -0.8284
C -0.2127 -5.2198 -1.8617
C -0.1811 -3.8424 -2.0216
H -2.2457 1.0136 -2.5549
H -3.8077 1.0527 -1.7982
H -3.0400 2.2330 0.0438
H -1.7771 2.6733 -1.0488
H -1.8700 2.7291 3.1377
H -1.0485 4.8328 4.1297
H 0.8169 6.0556 3.0740
H 1.8513 5.2116 0.9967
H 1.0376 3.1196 -0.0277
H -3.9160 0.5759 1.1034
H -4.9778 -1.2627 2.2913
H -3.6242 -2.8698 3.6060
H -1.1906 -2.5067 3.8508
H -0.1760 -0.5189 2.9936
H -3.0269 -1.2330 -2.2025
H -3.2179 -1.0348 -0.4780
H -1.2793 -2.1993 -3.9212
H -0.6891 -1.2828 -6.1119
H 0.6019 0.8188 -6.2815
H 1.2929 2.0128 -4.2323
H 0.7307 1.0993 -2.0201
H -2.1744 -2.9777 0.5963
H -2.2254 -5.4273 0.8560
H -0.9706 -6.8627 -0.7141
H 0.3276 -5.8519 -2.5531
H 0.3802 -3.4189 -2.8452
Br 6.2994 -0.7127 -2.2939
C 4.6203 -0.6367 -1.5212
C 3.5891 -1.4611 -1.9584
C 2.3511 -1.3400 -1.3734
N 2.0865 -0.4643 -0.3829
C 3.1158 0.2721 0.1110
C 4.3719 0.2209 -0.4491
C 2.8341 1.0062 1.3565
C 3.6756 1.9853 1.8431
C 3.4125 2.5506 3.0864
Br 4.5098 3.8839 3.7690
C 2.3098 2.0971 3.7970
C 1.4940 1.1508 3.2142
N 1.7242 0.5984 2.0134
H 3.7396 -2.1874 -2.7441
H 1.5509 -1.9799 -1.7066
H 5.1808 0.8016 -0.0318
H 4.5276 2.3213 1.2707
H 2.0713 2.4851 4.7768
H 0.6039 0.8606 3.7522

***

[2]
Below is the molecule C4H7NO, with properties calculated with wB97M-V/def2-TZVPD.

Results
HOMO level (spin up / spin down) in Eh: -0.2679 / -0.2678
Energy above the lowest of the compared OMol25 structures with the same formula, charge and spin in eV: 4.409
Kohn-Sham gap (spin up / spin down) in Ha: 0.2743 / 0.2743
Calculated total energy in Ha: -286.46961

Geometry (Å):
O -1.5324 -0.9698 0.7915
C -0.6737 -0.1378 0.2141
C -0.9768 1.2958 0.4195
N 1.1948 0.4033 -1.3017
C 1.7797 -0.3177 -0.3044
C 0.2830 -0.5602 -0.7209
H -1.2540 -1.8854 0.6258
H -1.8512 1.4669 -0.2250
H -1.2512 1.5573 1.4435
H -0.1536 1.8866 0.0113
H 2.0295 0.0932 0.6935
H 2.2980 -1.2829 -0.4795
H 0.1078 -1.5492 -1.1676